No. 1
Formula: C16H60N26O14
Source: the Open Molecules 2025 dataset
Level of theory: ωB97M-V with the def2-TZVPD basis set

Each atom is followed by the atoms it is bonded to, with distances in Å.
Positions of all 116 atoms, in Å:
1 C 20.707 -18.464 16.144  C2 1.572, H5 1.090, H6 1.090, H7 1.090
2 C 20.907 -17.148 15.307  C1 1.572, C3 1.503, O4 1.418, H8 1.090
3 C 20.055 -17.093 14.072  C2 1.503, H9 1.090, H10 1.090, H11 1.090
4 O 20.699 -15.974 16.075  C2 1.418, H12 0.960
5 H 21.427 -18.373 16.957  C1 1.090
6 H 20.915 -19.409 15.642  C1 1.090
7 H 19.683 -18.651 16.467  C1 1.090
8 H 21.944 -16.923 15.057  C2 1.090
9 H 20.335 -16.572 13.156  C3 1.090
10 H 19.093 -16.656 14.342  C3 1.090
11 H 19.833 -18.088 13.687  C3 1.090
12 H 19.743 -15.901 16.040  O4 0.960
13 C 18.248 -23.500 14.747  O14 1.207, N15 1.269, N16 1.320
14 O 17.351 -24.302 14.645  C13 1.207
15 N 19.365 -23.484 15.347  C13 1.269, H17 1.010, H18 1.010
16 N 18.200 -22.284 14.234  C13 1.320, H19 1.010, H20 1.010
17 H 20.158 -22.895 15.136  N15 1.010
18 H 19.492 -24.197 16.051  N15 1.010
19 H 17.582 -22.125 13.451  N16 1.010
20 H 18.991 -21.706 14.477  N16 1.010
21 C 24.010 -19.015 9.397  O22 1.197, N23 1.295, N24 1.282
22 O 23.685 -19.860 8.614  C21 1.197
23 N 24.748 -18.006 9.060  C21 1.295, H25 1.010, H26 1.010
24 N 23.556 -18.887 10.589  C21 1.282, H27 1.010, H28 1.010
25 H 25.147 -17.432 9.790  N23 1.010
26 H 25.107 -17.919 8.120  N23 1.010
27 H 22.721 -19.343 10.927  N24 1.010
28 H 23.850 -18.157 11.221  N24 1.010
29 C 23.749 -12.089 13.159  O30 1.229, N31 1.291, N32 1.275
30 O 22.556 -11.795 13.121  C29 1.229
31 N 24.118 -13.264 13.547  C29 1.291, H33 1.010, H34 1.010
32 N 24.696 -11.360 12.715  C29 1.275, H35 1.010, H36 1.010
33 H 23.366 -13.913 13.726  N31 1.010
34 H 25.020 -13.454 13.134  N31 1.010
35 H 24.368 -10.501 12.296  N32 1.010
36 H 25.469 -11.791 12.229  N32 1.010
37 C 12.886 -13.152 14.753  O38 1.237, N39 1.331, N40 1.302
38 O 12.025 -13.170 13.865  C37 1.237
39 N 13.994 -13.889 14.789  C37 1.331, H41 1.010, H42 1.010
40 N 12.668 -12.511 15.865  C37 1.302, H43 1.010, H44 1.010
41 H 14.751 -13.913 15.458  N39 1.010
42 H 14.084 -14.319 13.879  N39 1.010
43 H 11.864 -11.906 15.946  N40 1.010
44 H 13.315 -12.580 16.637  N40 1.010
45 C 23.699 -12.838 20.570  O46 1.217, N47 1.273, N48 1.265
46 O 24.689 -12.419 20.002  C45 1.217
47 N 23.646 -12.933 21.839  C45 1.273, H49 1.010, H50 1.010
48 N 22.674 -13.254 19.955  C45 1.265, H51 1.010, H52 1.010
49 H 23.024 -13.581 22.300  N47 1.010
50 H 24.470 -12.648 22.348  N47 1.010
51 H 22.782 -13.629 19.024  N48 1.010
52 H 21.930 -13.500 20.592  N48 1.010
53 C 26.495 -19.063 14.794  O54 1.193, N55 1.290, N56 1.328
54 O 25.670 -19.905 14.975  C53 1.193
55 N 26.335 -17.831 15.140  C53 1.290, H57 1.010, H58 1.010
56 N 27.649 -19.288 14.177  C53 1.328, H59 1.010, H60 1.010
57 H 27.079 -17.149 15.180  N55 1.010
58 H 25.461 -17.617 15.599  N55 1.010
59 H 28.371 -18.584 14.118  N56 1.010
60 H 27.914 -20.213 13.869  N56 1.010
61 C 24.483 -23.974 18.147  O62 1.221, N63 1.302, N64 1.328
62 O 24.222 -24.936 18.851  C61 1.221
63 N 25.200 -24.171 17.078  C61 1.302, H65 1.010, H66 1.010
64 N 24.000 -22.753 18.347  C61 1.328, H67 1.010, H68 1.010
65 H 25.270 -23.467 16.357  N63 1.010
66 H 25.233 -25.164 16.894  N63 1.010
67 H 23.256 -22.633 19.019  N64 1.010
68 H 24.144 -22.033 17.653  N64 1.010
69 C 14.917 -18.842 11.211  O70 1.213, N71 1.262, N72 1.275
70 O 14.540 -17.767 11.628  C69 1.213
71 N 14.317 -19.945 11.339  C69 1.262, H73 1.010, H74 1.010
72 N 15.906 -19.037 10.432  C69 1.275, H75 1.010, H76 1.010
73 H 13.383 -19.971 11.722  N71 1.010
74 H 14.454 -20.633 10.612  N71 1.010
75 H 16.012 -20.005 10.162  N72 1.010
76 H 16.704 -18.421 10.499  N72 1.010
77 C 20.284 -16.607 21.704  O78 1.207, N79 1.315, N80 1.274
78 O 20.036 -15.555 22.240  C77 1.207
79 N 19.301 -17.288 21.157  C77 1.315, H81 1.010, H82 1.010
80 N 21.425 -17.132 21.487  C77 1.274, H83 1.010, H84 1.010
81 H 18.715 -16.634 20.659  N79 1.010
82 H 19.378 -18.243 20.838  N79 1.010
83 H 22.175 -16.560 21.849  N80 1.010
84 H 21.463 -18.137 21.387  N80 1.010
85 C 15.130 -19.220 16.599  O86 1.208, N87 1.328, N88 1.262
86 O 15.299 -19.163 17.793  C85 1.208
87 N 14.686 -20.332 16.025  C85 1.328, H89 1.010, H90 1.010
88 N 15.484 -18.268 15.849  C85 1.262, H91 1.010, H92 1.010
89 H 14.502 -21.110 16.642  N87 1.010
90 H 14.533 -20.240 15.031  N87 1.010
91 H 15.802 -17.393 16.239  N88 1.010
92 H 15.120 -18.296 14.908  N88 1.010
93 C 15.820 -14.080 19.229  O94 1.242, N95 1.282, N96 1.318
94 O 16.438 -14.361 18.190  C93 1.242
95 N 15.262 -14.985 19.946  C93 1.282, H97 1.010, H98 1.010
96 N 15.555 -12.832 19.561  C93 1.318, H99 1.010, H100 1.010
97 H 14.667 -14.643 20.687  N95 1.010
98 H 15.313 -15.954 19.667  N95 1.010
99 H 14.901 -12.455 20.232  N96 1.010
100 H 16.228 -12.186 19.173  N96 1.010
101 C 20.270 -14.417 8.513  O102 1.197, N103 1.290, N104 1.305
102 O 19.285 -14.180 9.151  C101 1.197
103 N 20.587 -15.178 7.521  C101 1.290, H105 1.010, H106 1.010
104 N 21.417 -13.885 8.835  C101 1.305, H107 1.010, H108 1.010
105 H 20.010 -15.973 7.286  N103 1.010
106 H 21.348 -14.819 6.962  N103 1.010
107 H 21.444 -13.189 9.567  N104 1.010
108 H 22.278 -14.056 8.337  N104 1.010
109 C 18.772 -22.082 20.736  O110 1.221, N111 1.302, N112 1.266
110 O 19.776 -21.464 20.421  C109 1.221
111 N 18.287 -22.182 21.940  C109 1.302, H113 1.010, H114 1.010
112 N 17.899 -22.653 20.018  C109 1.266, H115 1.010, H116 1.010
113 H 18.642 -21.850 22.826  N111 1.010
114 H 17.312 -22.391 22.103  N111 1.010
115 H 18.096 -22.765 19.034  N112 1.010
116 H 17.063 -23.054 20.419  N112 1.010

relative energy (zero: lowest compared OMol25 entry of this formula, charge and spin)	9.990	eV

Atom charges from the Löwdin analysis, given in e for atoms 1 to 6:
1. C -0.04
2. C -0.49
3. C -0.06
4. O -0.05
5. H 0.07
6. H 0.06


No. 2
Formula: C49H100B2F4N3O14P2S
Source: the Open Molecules 2025 dataset
Level of theory: ωB97M-V with the def2-TZVPD basis set

Each atom is followed by the atoms it is bonded to, with distances in Å.
Positions of all 175 atoms, in Å:
1 C 3.385 -0.673 2.623  C2 1.541, H41 1.083, H42 1.088, H43 1.081
2 C 4.064 0.532 1.945  C1 1.541, P3 1.819, H44 1.089, H45 1.086
3 P 2.956 1.811 1.279  C2 1.819, C4 1.827, C6 1.885
4 C 3.363 3.455 1.965  P3 1.827, C5 1.549, H46 1.081, H47 1.090
5 C 3.683 3.324 3.475  C4 1.549, H48 1.086, H49 1.083, H50 1.084
6 C 2.287 1.827 -0.483  P3 1.885, B7 1.622, C10 1.567, C31 1.653
7 B 2.618 3.392 -0.756  C6 1.622, O8 1.381, O9 1.375
8 O 3.898 3.826 -1.036  B7 1.381, H51 0.960
9 O 1.684 4.387 -0.591  B7 1.375, H52 0.958
10 C 2.959 0.821 -1.479  C6 1.567, C11 1.581, P17 1.884, N20 1.481
11 C 3.104 -0.593 -0.786  C10 1.581, C12 1.530, H53 1.082, H54 1.079
12 C 3.151 -1.848 -1.660  C11 1.530, C13 1.538, H55 1.083, H56 1.080
13 C 3.005 -3.132 -0.828  C12 1.538, F14 1.359, F15 1.370, F16 1.348
14 F 2.159 -4.017 -1.417  C13 1.359
15 F 4.218 -3.763 -0.743  C13 1.370
16 F 2.606 -2.905 0.440  C13 1.348
17 P 4.673 1.288 -2.108  C10 1.884, C18 1.814, C19 1.830
18 C 5.863 1.681 -0.796  P17 1.814, H57 1.079, H58 1.085, H59 1.088
19 C 5.504 0.169 -3.293  P17 1.830, H60 1.084, H61 1.080, H62 1.090
20 N 1.963 0.849 -2.574  C10 1.481, C21 1.499, C25 1.540, H63 1.023
21 C 2.249 0.232 -3.910  N20 1.499, B22 1.614, H64 1.084, H65 1.079
22 B 2.760 1.308 -4.999  C21 1.614, O23 1.344, O24 1.395
23 O 3.929 1.109 -5.633  B22 1.344, H66 0.964
24 O 1.980 2.405 -5.366  B22 1.395, H67 0.958
25 C 0.586 0.671 -1.909  N20 1.540, N26 1.448, S27 1.877, C31 1.588
26 N -0.332 1.198 -2.897  C25 1.448, H68 1.005, H69 1.004
27 S -0.101 -1.074 -1.826  C25 1.877, O28 1.417, O29 1.421, F30 1.563
28 O 0.461 -1.867 -0.795  S27 1.417
29 O -1.510 -0.898 -1.775  S27 1.421
30 F 0.236 -1.708 -3.214  S27 1.563
31 C 0.680 1.443 -0.524  C6 1.653, C25 1.588, C32 1.548, C37 1.543
32 C -0.301 2.626 -0.703  C31 1.548, C33 1.532, H70 1.079, H71 1.083
33 C -1.806 2.343 -0.755  C32 1.532, C34 1.529, H72 1.082, H73 1.085
34 C -2.539 3.570 -0.210  C33 1.529, N35 1.443, O36 1.227
35 N -3.787 3.395 0.492  C34 1.443, H74 1.014, H75 1.014
36 O -2.090 4.696 -0.400  C34 1.227
37 C 0.165 0.667 0.706  C31 1.543, C38 1.546, H76 1.088, H77 1.083
38 C -0.484 1.364 1.924  C37 1.546, C39 1.542, C40 1.526, H78 1.087
39 C -0.603 0.262 2.996  C38 1.542, H79 1.085, H80 1.089, H81 1.084
40 C 0.112 2.575 2.635  C38 1.526, H82 1.082, H83 1.086, H84 1.089
41 H 2.997 -0.411 3.600  C1 1.083
42 H 4.175 -1.399 2.804  C1 1.088
43 H 2.653 -1.170 2.002  C1 1.081
44 H 4.627 1.001 2.750  C2 1.089
45 H 4.867 0.140 1.326  C2 1.086
46 H 2.533 4.145 1.911  C4 1.081
47 H 4.245 3.932 1.539  C4 1.090
48 H 3.294 2.404 3.901  C5 1.086
49 H 3.253 4.149 4.031  C5 1.083
50 H 4.753 3.338 3.648  C5 1.084
51 H 4.105 4.601 -0.509  O8 0.960
52 H 1.770 5.103 -1.221  O9 0.958
53 H 2.367 -0.671 0.002  C11 1.082
54 H 4.076 -0.552 -0.320  C11 1.079
55 H 4.144 -1.946 -2.082  C12 1.083
56 H 2.430 -1.926 -2.461  C12 1.080
57 H 5.431 2.320 -0.041  C18 1.079
58 H 6.641 2.263 -1.279  C18 1.085
59 H 6.321 0.810 -0.330  C18 1.088
60 H 5.030 -0.752 -3.613  C19 1.084
61 H 5.733 0.728 -4.188  C19 1.080
62 H 6.468 -0.127 -2.878  C19 1.090
63 H 1.992 1.841 -2.822  N20 1.023
64 H 1.366 -0.203 -4.364  C21 1.084
65 H 2.999 -0.544 -3.887  C21 1.079
66 H 4.226 1.969 -5.951  O23 0.964
67 H 1.881 3.063 -4.677  O24 0.958
68 H -0.128 2.120 -3.244  N26 1.005
69 H -0.673 0.557 -3.591  N26 1.004
70 H -0.141 3.285 0.137  C32 1.079
71 H -0.055 3.279 -1.532  C32 1.083
72 H -2.155 1.475 -0.211  C33 1.082
73 H -2.176 2.236 -1.769  C33 1.085
74 H -3.598 3.005 1.409  N35 1.014
75 H -4.367 2.753 -0.037  N35 1.014
76 H -0.662 0.061 0.343  C37 1.088
77 H 0.859 -0.083 1.066  C37 1.083
78 H -1.526 1.598 1.718  C38 1.087
79 H -0.909 -0.683 2.560  C39 1.085
80 H 0.377 0.141 3.455  C39 1.089
81 H -1.315 0.569 3.754  C39 1.084
82 H 0.995 2.280 3.186  C40 1.082
83 H 0.313 3.454 2.029  C40 1.086
84 H -0.600 2.886 3.398  C40 1.089
85 C -4.486 -0.185 7.235  C86 1.528, C89 1.524, H90 1.089, H91 1.093
86 C -3.089 -0.232 7.853  C85 1.528, C87 1.521, H92 1.092, H93 1.089
87 C -2.236 0.294 6.709  C86 1.521, O88 1.427, H94 1.097, H95 1.091
88 O -3.048 1.205 5.968  C87 1.427, C89 1.433
89 C -4.413 1.079 6.388  C85 1.524, O88 1.433, H96 1.095, H97 1.090
90 H -5.290 -0.157 7.968  C85 1.089
91 H -4.637 -1.057 6.595  C85 1.093
92 H -3.033 0.448 8.707  C86 1.092
93 H -2.787 -1.223 8.188  C86 1.089
94 H -1.935 -0.517 6.035  C87 1.097
95 H -1.338 0.810 7.054  C87 1.091
96 H -4.674 1.966 6.974  C89 1.095
97 H -5.060 1.045 5.512  C89 1.090
98 C 1.957 -5.975 -5.932  C99 1.526, C102 1.523, H103 1.088, H104 1.092
99 C 1.275 -5.153 -4.843  C98 1.526, C100 1.521, H105 1.093, H106 1.089
100 C 2.033 -3.838 -4.931  C99 1.521, O101 1.427, H107 1.098, H108 1.088
101 O 2.432 -3.684 -6.292  C100 1.427, C102 1.434
102 C 2.228 -4.918 -6.994  C98 1.523, O101 1.434, H109 1.095, H110 1.089
103 H 1.352 -6.802 -6.302  C98 1.088
104 H 2.898 -6.383 -5.557  C98 1.092
105 H 0.223 -4.999 -5.095  C99 1.093
106 H 1.324 -5.604 -3.853  C99 1.089
107 H 2.936 -3.859 -4.307  C100 1.098
108 H 1.428 -2.983 -4.638  C100 1.088
109 H 1.368 -4.797 -7.661  C102 1.095
110 H 3.107 -5.138 -7.599  C102 1.089
111 C -8.948 1.148 4.506  C112 1.526, C115 1.522, H116 1.089, H117 1.093
112 C -9.233 2.647 4.508  C111 1.526, C113 1.520, H118 1.093, H119 1.088
113 C -7.835 3.229 4.645  C112 1.520, O114 1.437, H120 1.093, H121 1.089
114 O -6.945 2.303 4.000  C113 1.437, C115 1.430
115 C -7.640 1.083 3.730  C111 1.522, O114 1.430, H122 1.096, H123 1.092
116 H -9.737 0.549 4.055  C111 1.089
117 H -8.796 0.796 5.530  C111 1.093
118 H -9.674 2.943 3.554  C112 1.093
119 H -9.901 2.967 5.306  C112 1.088
120 H -7.543 3.315 5.694  C113 1.093
121 H -7.739 4.208 4.179  C113 1.089
122 H -7.822 1.020 2.651  C115 1.096
123 H -7.014 0.238 4.025  C115 1.092
124 C -7.843 7.782 7.717  C125 1.526, C128 1.522, H129 1.089, H130 1.092
125 C -6.775 7.757 6.627  C124 1.526, C126 1.522, H131 1.092, H132 1.089
126 C -6.721 6.275 6.280  C125 1.522, O127 1.431, H133 1.096, H134 1.091
127 O -8.036 5.758 6.506  C126 1.431, C128 1.432
128 C -8.816 6.723 7.219  C124 1.522, O127 1.432, H135 1.095, H136 1.090
129 H -8.311 8.755 7.852  C124 1.089
130 H -7.409 7.477 8.671  C124 1.092
131 H -7.112 8.333 5.762  C125 1.092
132 H -5.812 8.151 6.944  C125 1.089
133 H -6.023 5.740 6.933  C126 1.096
134 H -6.435 6.092 5.244  C126 1.091
135 H -9.550 7.152 6.528  C128 1.095
136 H -9.352 6.226 8.028  C128 1.090
137 C -1.935 -7.122 -4.991  C138 1.526, C141 1.523, H142 1.089, H143 1.093
138 C -2.798 -5.875 -4.818  C137 1.526, C139 1.523, H144 1.093, H145 1.090
139 C -4.094 -6.302 -5.494  C138 1.523, O140 1.428, H146 1.095, H147 1.090
140 O -4.201 -7.713 -5.308  C139 1.428, C141 1.428
141 C -2.961 -8.234 -4.825  C137 1.523, O140 1.428, H148 1.095, H149 1.090
142 H -1.114 -7.193 -4.278  C137 1.089
143 H -1.514 -7.147 -6.000  C137 1.093
144 H -2.970 -5.685 -3.756  C138 1.093
145 H -2.368 -4.975 -5.258  C138 1.090
146 H -4.067 -6.095 -6.570  C139 1.095
147 H -4.974 -5.815 -5.071  C139 1.090
148 H -3.087 -8.501 -3.770  C141 1.095
149 H -2.706 -9.135 -5.381  C141 1.090
150 C 5.907 -0.317 -9.627  C151 1.525, C154 1.521, H155 1.088, H156 1.092
151 C 7.122 0.549 -9.937  C150 1.525, C152 1.521, H157 1.092, H158 1.088
152 C 7.161 1.474 -8.730  C151 1.521, O153 1.435, H159 1.096, H160 1.090
153 O 6.629 0.730 -7.625  C152 1.435, C154 1.436
154 C 6.013 -0.470 -8.117  C150 1.521, O153 1.436, H161 1.095, H162 1.091
155 H 5.903 -1.272 -10.148  C150 1.088
156 H 4.990 0.217 -9.888  C150 1.092
157 H 8.022 -0.068 -9.967  C151 1.092
158 H 7.049 1.089 -10.880  C151 1.088
159 H 6.532 2.357 -8.886  C152 1.096
160 H 8.170 1.806 -8.486  C152 1.090
161 H 6.654 -1.316 -7.848  C154 1.095
162 H 5.043 -0.601 -7.636  C154 1.091
163 C 2.388 -6.051 3.441  C164 1.526, C167 1.522, H168 1.089, H169 1.092
164 C 1.035 -5.549 3.939  C163 1.526, C165 1.523, H170 1.093, H171 1.089
165 C 1.443 -4.680 5.121  C164 1.523, O166 1.431, H172 1.095, H173 1.091
166 O 2.735 -4.150 4.807  C165 1.431, C167 1.429
167 C 3.271 -4.834 3.672  C163 1.522, O166 1.429, H174 1.097, H175 1.090
168 H 2.381 -6.378 2.402  C163 1.089
169 H 2.728 -6.885 4.059  C163 1.092
170 H 0.558 -4.937 3.169  C164 1.093
171 H 0.346 -6.344 4.217  C164 1.089
172 H 1.527 -5.271 6.039  C165 1.095
173 H 0.751 -3.857 5.302  C165 1.091
174 H 3.237 -4.153 2.812  C167 1.097
175 H 4.312 -5.094 3.866  C167 1.090

total charge	+1
energy	-127197.999	eV

Atom charges from the Löwdin analysis, given in e for atoms 1 to 6:
1. C -0.12
2. C -0.39
3. P 1.11
4. C -0.38
5. C -0.13
6. C -0.24


Q: Number 1 is which compound?
A: C16H60N26O14